(1)
64
Properties=species:S:1:pos:R:3:mulliken_spin:R:1 method="wB97M-V/def2-TZVPD" gap_ev="5.08 / 5.07" e_tot_ha=-3002.166982 spin_multiplicity=5 charge=-3 molar_mass_g_mol=546.3
Fe -0.47 0.80 -0.89 3.7981
C -4.26 2.66 -0.57 0.0075
C -3.02 2.07 -0.41 -0.0214
C -2.27 2.21 0.94 0.0006
O -1.05 1.93 0.86 0.0285
C -2.98 2.70 2.01 0.0060
C -4.33 3.11 1.91 0.0018
C -4.96 3.24 0.51 0.0020
O -6.02 3.85 0.40 0.0047
O -5.01 3.39 2.90 0.0035
O -2.38 1.48 -1.32 0.0422
H -4.66 2.67 -1.58 0.0001
H -2.52 2.69 3.00 0.0000
C 0.36 1.32 -4.96 0.0104
C 0.76 2.45 -5.74 0.0007
C 1.04 3.80 -4.98 0.0020
O 1.33 4.79 -5.67 0.0019
C 1.00 3.78 -3.57 0.0053
C 0.80 2.61 -2.83 0.0008
C 0.46 1.32 -3.58 -0.0036
O 0.18 0.31 -2.86 0.0310
O 0.78 2.57 -1.57 0.0263
O 1.09 2.40 -6.94 0.0041
H 0.08 0.39 -5.45 0.0008
H 1.16 4.70 -3.02 -0.0001
C 3.78 -1.18 0.18 0.0005
C 2.36 -1.80 0.23 -0.0039
C 2.39 -3.21 0.86 -0.0008
C 2.53 -3.16 2.38 0.0001
C 1.52 -2.20 3.03 -0.0004
C 1.48 -0.82 2.34 0.0174
N 1.37 -0.98 0.92 -0.0077
O 1.25 0.27 0.30 0.0366
C 2.64 0.04 2.86 0.0002
C 0.19 -0.17 2.83 -0.0094
C 1.88 -2.01 -1.20 0.0171
H 4.35 -1.67 -0.62 0.0000
H 4.36 -1.44 1.07 0.0000
H 3.71 -0.10 0.14 0.0002
H 3.24 -3.75 0.43 0.0003
H 1.47 -3.72 0.56 0.0002
H 3.52 -2.71 2.53 -0.0001
H 2.56 -4.14 2.87 -0.0001
H 1.86 -2.09 4.07 -0.0001
H 0.52 -2.64 3.00 0.0002
H 3.60 -0.48 2.88 0.0000
H 2.48 0.40 3.89 0.0000
H 2.73 0.92 2.23 -0.0003
H -0.65 -0.71 2.37 0.0006
H 0.04 0.85 2.49 -0.0019
H 0.11 -0.16 3.92 0.0009
H 2.42 -2.81 -1.73 0.0003
H 2.02 -1.10 -1.78 -0.0009
H 0.81 -2.18 -1.17 -0.0009
C -1.81 -2.98 0.70 0.0001
C -2.13 -1.76 -0.14 0.0057
O -1.27 -1.19 -0.76 -0.0142
C -3.56 -1.27 -0.19 0.0075
H -1.54 -2.69 1.71 0.0010
H -0.99 -3.55 0.26 0.0006
H -2.68 -3.65 0.71 -0.0002
H -3.73 -0.42 0.47 -0.0016
H -4.24 -2.10 -0.01 -0.0002
H -3.73 -0.86 -1.19 -0.0005

(2)
108
Properties=species:S:1:pos:R:3:mulliken_charge:R:1 method="wB97M-V/def2-TZVPD" gap_ev=9.59 e_tot_ha=-2082.883169 spin_multiplicity=1 molar_mass_g_mol=576.8
C 3.96 -0.62 -5.21 -0.2673
O 5.05 -0.40 -6.08 -0.5322
H 3.06 -0.12 -5.57 0.3160
H 3.73 -1.68 -5.20 0.3517
H 4.25 -0.29 -4.21 -0.1336
H 4.70 -0.55 -6.96 0.3093
C -0.64 -4.46 4.51 -0.1584
O 0.36 -4.75 5.34 -0.5563
H -1.58 -4.71 5.00 0.2244
H -0.56 -3.39 4.33 -0.1701
H -0.41 -4.93 3.56 0.2976
H 1.09 -4.17 5.10 0.3424
C 2.19 -1.73 3.09 0.0627
O 3.53 -1.79 3.52 -0.5897
H 1.59 -2.18 3.88 -0.1949
H 1.90 -0.68 2.99 0.1278
H 1.92 -2.16 2.12 0.2216
H 4.04 -1.38 2.81 0.3185
C 2.72 -2.05 -1.84 -0.7433
O 3.14 -1.00 -1.03 -0.1148
H 2.44 -1.69 -2.83 0.2518
H 3.54 -2.76 -1.92 0.2694
H 1.93 -2.56 -1.29 0.2815
H 3.54 -0.38 -1.64 0.1265
C -3.97 1.55 -5.20 -0.3363
O -4.24 0.39 -5.95 -0.5502
H -3.68 2.34 -5.89 0.2286
H -4.87 1.79 -4.64 0.2751
H -3.10 1.29 -4.59 0.0371
H -4.14 -0.37 -5.37 0.3279
C -6.00 -1.57 1.58 -0.3589
O -5.38 -2.43 2.45 -0.5162
H -5.24 -1.28 0.85 -0.0597
H -6.85 -2.10 1.16 0.3513
H -6.32 -0.61 1.99 0.2713
H -6.09 -2.69 3.04 0.2715
C -2.54 2.68 0.71 -0.2866
O -3.60 2.91 1.57 -0.5620
H -2.51 3.46 -0.05 0.3017
H -1.62 2.67 1.28 0.1976
H -2.56 1.63 0.39 0.0492
H -3.61 2.18 2.18 0.3364
C -3.22 -1.31 -2.54 -0.6176
O -4.34 -1.38 -3.40 -0.5198
H -3.06 -2.30 -2.11 0.3599
H -2.30 -0.89 -2.94 0.2674
H -3.48 -0.75 -1.64 0.2202
H -5.02 -1.93 -3.00 0.2720
C -3.46 -5.58 2.32 -0.3394
O -4.77 -5.31 2.29 -0.5381
H -3.14 -6.61 2.12 0.3218
H -2.98 -4.95 1.58 0.1797
H -3.08 -5.41 3.33 0.0770
H -4.91 -4.36 2.29 0.4144
C -0.50 1.99 -6.92 -0.5210
O 0.15 3.16 -6.50 -0.4841
H -1.49 2.15 -7.35 0.2812
H 0.01 1.41 -7.69 0.2770
H -0.58 1.37 -6.03 0.1545
H -0.58 3.75 -6.28 0.2779
C 4.65 2.12 -3.08 -0.8188
O 4.73 1.13 -2.02 -0.3703
H 5.32 2.90 -2.73 0.3211
H 5.00 1.66 -4.00 0.3179
H 3.62 2.49 -3.17 0.2707
H 5.66 1.23 -1.81 0.2197
C -2.33 -0.88 2.43 -0.7514
O -0.95 -0.60 2.32 -0.0840
H -2.36 -1.55 3.30 0.4693
H -2.86 0.03 2.72 0.1805
H -2.80 -1.35 1.56 0.2474
H -0.84 -0.66 3.27 -0.1344
C -0.05 0.62 -0.93 0.2218
O -0.86 -0.55 -0.71 -0.2778
H -0.46 1.25 -1.72 0.3443
H -0.18 1.13 0.03 -0.1822
H 0.99 0.31 -1.03 -0.2330
H -0.83 -0.74 0.23 0.2295
C -0.34 3.44 5.45 -0.3542
O -0.15 2.70 6.65 -0.5056
H 0.36 4.25 5.25 0.3043
H -0.41 2.71 4.65 -0.0063
H -1.26 4.02 5.39 0.2596
H 0.05 3.39 7.28 0.2868
C 0.10 -0.78 6.12 -0.5821
O -0.52 -0.07 5.08 -0.3356
H 1.13 -0.49 6.33 0.3064
H -0.40 -0.64 7.08 0.3147
H 0.18 -1.83 5.83 0.1468
H -0.34 0.85 5.29 0.1374
C 3.16 1.92 1.25 -0.3406
O 4.15 1.03 1.79 -0.4061
H 3.49 2.43 0.35 0.2006
H 2.24 1.43 0.94 -0.0295
H 3.05 2.76 1.94 0.3385
H 4.95 1.18 1.29 0.2394
C -0.37 6.09 -3.34 -0.2641
O -0.06 7.39 -3.75 -0.5210
H -0.81 5.58 -4.19 0.1116
H 0.64 5.76 -3.11 0.1657
H -1.00 6.00 -2.46 0.2288
H -0.84 7.88 -4.02 0.2879
C 6.20 -1.69 0.42 -0.6248
O 5.01 -1.88 1.06 -0.4478
H 7.08 -1.98 0.99 0.2973
H 6.18 -2.11 -0.58 0.2462
H 6.44 -0.63 0.37 0.1416
H 4.25 -1.72 0.50 0.3323

(3)
15
Properties=species:S:1:pos:R:3:mulliken_charge:R:1 method="wB97M-V/def2-TZVPD" gap_ev=10.76 smiles=C[C@@H](O)[C@H]1CN1 e_tot_ha=-287.764439 spin_multiplicity=1 molar_mass_g_mol=87.1
C 0.20 1.49 -1.13 -1.3001
C 0.70 0.13 -0.65 0.1058
O 1.71 0.27 0.33 -0.6024
C -0.48 -0.64 -0.08 -0.1261
C -0.36 -1.57 1.06 -0.3305
N -0.82 -0.20 1.28 -0.6007
H 1.05 2.14 -1.38 0.3274
H -0.44 1.39 -2.01 0.3503
H -0.38 1.97 -0.33 0.3234
H 1.15 -0.43 -1.47 0.3250
H 1.26 0.58 1.12 0.3929
H -1.30 -0.81 -0.78 0.4059
H 0.62 -1.79 1.47 0.2050
H -1.09 -2.38 1.14 0.2824
H -1.82 -0.15 1.42 0.2418

(4)
98
Properties=species:S:1:pos:R:3:mulliken_spin:R:1 method="wB97M-V/def2-TZVPD" gap_ev="8.90 / 7.20" e_tot_ha=-3450.786981 spin_multiplicity=6 charge=+1 molar_mass_g_mol=933.9
Ru -0.26 -0.03 -0.04 3.8599
C 2.23 0.29 -2.20 0.0407
C 1.69 -0.70 -3.21 0.0388
C 1.10 -1.96 -2.62 0.0272
C 1.13 -3.12 -3.40 0.0034
C 0.61 -4.29 -2.90 0.0010
C 0.09 -4.29 -1.61 0.0016
C 0.09 -3.10 -0.91 0.0349
N 0.56 -1.94 -1.40 0.0454
N 1.20 1.18 -1.61 -0.0578
C 1.90 2.16 -0.77 0.0542
C 0.93 2.91 0.10 0.0355
C 1.21 4.17 0.61 0.0107
C 0.27 4.78 1.42 -0.0010
C -0.93 4.12 1.68 0.0058
C -1.12 2.86 1.14 0.0137
N -0.21 2.28 0.37 0.0860
C 0.49 1.93 -2.67 0.0741
C -0.90 1.44 -2.99 -0.0313
C -1.38 1.53 -4.28 0.0014
C -2.72 1.27 -4.52 0.0013
C -3.53 0.94 -3.44 0.0029
C -2.95 0.85 -2.19 0.0081
N -1.66 1.07 -1.96 0.1178
H 2.99 0.92 -2.68 0.0020
H 2.72 -0.24 -1.38 -0.0239
H 2.51 -1.00 -3.86 -0.0014
H 0.95 -0.23 -3.86 -0.0014
H 1.56 -3.07 -4.39 0.0005
H 0.61 -5.20 -3.49 0.0003
H -0.31 -5.18 -1.16 0.0007
H -0.34 -3.06 0.08 0.0030
H 2.47 2.86 -1.40 0.0072
H 2.63 1.64 -0.15 -0.0468
H 2.16 4.65 0.38 0.0002
H 0.46 5.76 1.83 0.0000
H -1.69 4.56 2.30 0.0007
H -2.01 2.28 1.34 0.0135
H 1.10 1.97 -3.57 0.0037
H 0.38 2.96 -2.33 -0.0049
H -0.71 1.82 -5.09 0.0007
H -3.12 1.32 -5.52 0.0003
H -4.58 0.73 -3.56 0.0003
H -3.56 0.60 -1.33 -0.0001
O -0.45 -1.75 1.65 0.1212
S -0.52 -0.85 2.84 -0.0877
O -1.70 -0.97 3.62 0.0165
O -0.19 0.50 2.30 0.1196
C 0.88 -1.28 3.83 0.0830
C 0.66 -1.72 5.12 -0.0004
C 1.75 -2.05 5.92 -0.0013
C 3.04 -1.93 5.41 0.0026
C 3.23 -1.48 4.11 -0.0007
C 2.16 -1.15 3.30 -0.0320
P 2.50 -0.58 1.58 0.1381
C 3.50 0.91 1.93 0.0280
C 4.55 1.33 1.10 0.0140
C 5.18 2.55 1.33 -0.0039
C 4.77 3.36 2.37 0.0067
C 3.72 2.96 3.19 -0.0041
C 3.09 1.75 2.97 0.0174
C 3.68 -1.89 1.07 0.0133
C 5.07 -1.85 1.17 -0.0001
C 5.83 -2.94 0.78 -0.0024
C 5.22 -4.09 0.30 0.0031
C 3.83 -4.15 0.22 -0.0012
C 3.07 -3.05 0.61 0.0024
H -0.35 -1.80 5.49 -0.0002
H 1.60 -2.40 6.93 0.0000
H 3.89 -2.18 6.03 0.0000
H 4.24 -1.39 3.73 0.0013
H 4.86 0.72 0.27 0.0012
H 5.99 2.85 0.68 -0.0003
H 5.27 4.31 2.55 0.0004
H 3.40 3.59 4.01 -0.0003
H 2.27 1.45 3.61 0.0016
H 5.57 -0.98 1.57 0.0010
H 6.91 -2.89 0.87 -0.0002
H 5.82 -4.94 0.00 0.0003
H 3.34 -5.05 -0.13 -0.0002
H 1.99 -3.12 0.57 0.0142
F -2.29 -6.05 -0.13 0.0000
C -2.97 -5.00 -0.59 -0.0002
C -3.36 -4.01 0.21 0.0013
N -4.07 -2.92 -0.26 0.0075
C -4.02 -1.69 0.51 -0.0046
C -2.74 -0.95 0.19 -0.0884
O -2.45 0.11 0.81 0.1436
O -1.95 -1.41 -0.67 0.1581
C -4.33 -2.77 -1.61 0.0008
O -4.81 -1.76 -2.08 0.0006
N -3.96 -3.84 -2.40 0.0003
C -3.22 -4.96 -2.03 0.0005
O -2.81 -5.76 -2.84 0.0002
H -3.14 -4.02 1.27 -0.0001
H -4.04 -1.91 1.57 0.0025
H -4.88 -1.07 0.27 -0.0012
H -4.15 -3.74 -3.39 0.0001

(5)
44
Properties=species:S:1:pos:R:3:mulliken_charge:R:1 method="wB97M-V/def2-TZVPD" gap_ev=7.08 e_tot_ha=-1124.993472 spin_multiplicity=1 molar_mass_g_mol=344.4
F -3.90 2.59 3.49 -0.3335
C -3.83 1.22 3.48 0.4932
C -5.02 0.50 3.51 -0.7018
C -4.92 -0.89 3.46 -0.3537
C -3.69 -1.52 3.29 -0.7606
C -2.53 -0.76 3.09 0.8189
C -1.28 -1.47 2.66 -0.1983
C 0.00 -0.77 2.92 -0.3805
C 1.16 -1.43 3.16 -0.3401
C 2.44 -0.78 3.33 0.9866
C 2.56 0.64 3.41 -0.7308
C 3.81 1.22 3.46 0.4237
F 3.92 2.59 3.51 -0.3191
C 5.01 0.48 3.49 -0.6461
C 4.89 -0.92 3.45 -0.3787
C 3.65 -1.53 3.39 -0.6985
C -2.57 0.62 3.34 -0.8310
H -5.97 1.02 3.56 0.4338
H -5.83 -1.50 3.52 0.3971
H -3.64 -2.61 3.30 0.3639
H -1.26 -2.52 2.87 0.4520
H -0.02 0.31 2.97 -0.0593
H 1.17 -2.53 3.21 0.3351
H 1.67 1.28 3.43 0.4643
H 5.97 0.98 3.51 0.4356
H 5.80 -1.52 3.48 0.3736
H 3.58 -2.62 3.35 0.3355
H -1.69 1.25 3.37 0.4168
C -0.89 -3.96 -0.26 -1.0024
C -0.44 -2.77 0.25 -0.7117
C -1.55 -1.96 0.74 -0.3132
C -2.75 -2.71 0.30 0.3614
C -2.33 -3.95 -0.26 0.3633
C -3.27 -4.88 -0.71 -0.4381
C -4.63 -4.59 -0.57 -0.6203
C -5.04 -3.33 -0.07 -0.4951
C -4.11 -2.35 0.29 -0.2241
H -0.30 -4.79 -0.67 0.4324
H 0.62 -2.43 0.32 0.4763
H -1.55 -0.87 0.77 0.5509
H -2.93 -5.83 -1.11 0.3936
H -5.38 -5.35 -0.83 0.3580
H -6.11 -3.14 0.04 0.3784
H -4.43 -1.34 0.56 0.4923

(6)
67
Properties=species:S:1:pos:R:3:mulliken_charge:R:1 method="wB97M-V/def2-TZVPD" gap_ev=6.33 e_tot_ha=-4555.367673 spin_multiplicity=1 charge=+2 molar_mass_g_mol=697.4
Rh -0.42 0.61 -0.27 -0.0355
N -2.51 0.26 -0.66 0.0435
C -3.01 -1.11 -0.58 -0.2922
C -4.35 -1.38 -0.43 -0.5310
C -4.78 -2.71 -0.43 -0.7558
C -3.87 -3.74 -0.58 -0.7918
C -2.52 -3.46 -0.71 -0.9341
C -2.08 -2.14 -0.69 0.4846
P -0.35 -1.65 -0.62 2.1474
C -0.07 -1.23 1.13 -0.2435
C -1.11 -1.03 2.06 0.3321
C -0.83 -0.70 3.37 -0.9098
C 0.49 -0.61 3.79 -0.4958
C 1.54 -0.83 2.90 -0.8178
C 1.27 -1.14 1.58 -0.3732
C 0.71 -2.98 -1.16 0.3392
C 1.11 -3.98 -0.28 -0.1494
C 1.89 -5.02 -0.75 -0.8084
C 2.25 -5.07 -2.09 -0.5238
C 1.85 -4.07 -2.97 -0.8644
C 1.08 -3.02 -2.51 -0.3803
H -3.18 0.88 -0.21 0.2350
H -2.52 0.52 -1.64 0.3402
H -5.07 -0.58 -0.33 0.4711
H -5.83 -2.93 -0.31 0.4324
H -4.21 -4.77 -0.60 0.4547
H -1.80 -4.27 -0.81 0.5144
H -2.14 -1.15 1.75 0.4031
H -1.63 -0.53 4.07 0.5170
H 0.71 -0.37 4.82 0.4628
H 2.57 -0.76 3.23 0.4596
H 2.08 -1.29 0.88 0.6317
H 0.83 -3.94 0.76 0.4835
H 2.21 -5.81 -0.07 0.4469
H 2.86 -5.89 -2.45 0.4320
H 2.14 -4.11 -4.01 0.4353
H 0.77 -2.24 -3.19 0.4173
O 1.53 0.90 -0.33 0.0564
C 2.28 1.55 0.56 0.6384
C 3.66 1.30 0.50 -0.4335
C 4.54 1.92 1.36 -0.6867
C 4.07 2.80 2.34 -0.9430
C 2.72 3.05 2.41 -1.4571
C 1.81 2.45 1.53 0.3587
C 0.39 2.77 1.65 0.3652
N -0.63 2.17 1.06 1.1545
C -1.79 2.77 1.50 -0.9699
C -1.47 3.75 2.38 -1.0145
N -0.10 3.74 2.45 -0.0771
H 4.01 0.62 -0.26 0.5431
H 5.60 1.71 1.28 0.4623
H 4.75 3.27 3.02 0.4592
H 2.37 3.73 3.18 0.3370
H -2.77 2.46 1.20 0.5227
H -2.08 4.44 2.94 0.4524
H 0.46 4.38 2.99 0.1847
Br -2.11 5.44 -2.91 -0.1211
C -1.05 3.90 -2.94 -0.6726
C -0.18 3.64 -3.98 0.0422
C 0.58 2.48 -3.94 -1.0741
C 0.45 1.62 -2.87 -0.3458
N -0.41 1.88 -1.87 0.3996
C -1.14 3.00 -1.90 0.0478
H -0.09 4.33 -4.81 0.4811
H 1.28 2.24 -4.72 0.4564
H 1.04 0.72 -2.77 0.6922
H -1.80 3.19 -1.06 0.5645